A cluster of 4 separate species, C39H43BClF2N2O17P2Si in total at a distorted geometry, computed with ωB97M-V with the def2-TZVPD basis set.

Results
total energy = -124013.953 eV
gap between HOMO and LUMO = 6.401 eV
total charge = +1
highest occupied orbital energy = -10.884 eV

Last column: Löwdin charge in e.
Positions of all 108 atoms, in Å:
1 C -1.53 3.90 3.09  -0.137
2 C -1.06 2.55 3.62  -0.395
3 P -0.19 1.48 2.39  1.017
4 C 1.47 2.25 2.39  -0.251
5 C -1.12 1.78 0.81  -0.232
6 C -0.48 2.32 -0.32  -0.077
7 C 0.98 2.68 -0.42  -0.538
8 O 1.29 3.85 -0.31  0.157
9 O 1.83 1.70 -0.65  0.178
10 B 3.06 2.18 -1.27  -0.596
11 C 4.35 2.51 -0.47  0.049
12 O 3.01 2.36 -2.62  0.188
13 C -1.20 2.53 -1.49  -0.531
14 Cl -0.47 3.14 -2.90  0.882
15 C -2.54 2.24 -1.51  -0.016
16 N -3.16 1.73 -0.44  0.098
17 C -4.64 1.50 -0.70  -0.475
18 F -5.35 1.82 0.39  0.134
19 F -4.99 2.48 -1.58  0.103
20 C -4.97 0.15 -1.32  -0.130
21 C -6.03 0.21 -2.43  -0.209
22 Si -7.82 0.48 -1.83  0.588
23 C -9.07 -0.22 -3.03  -0.164
24 C -8.10 -0.30 -0.14  -0.155
25 C -8.13 2.32 -1.67  -0.266
26 C -8.12 3.08 -2.84  -0.110
27 C -8.31 4.45 -2.81  -0.082
28 C -8.52 5.09 -1.60  -0.083
29 C -8.54 4.35 -0.43  -0.083
30 C -8.35 2.98 -0.46  -0.102
31 C -2.49 1.45 0.72  -0.132
32 P -3.38 0.63 2.15  0.495
33 N -4.11 1.68 3.01  -0.099
34 O -2.38 -0.27 2.99  -0.156
35 O -4.36 -0.43 1.50  -0.161
36 H -2.00 4.49 3.87  0.084
37 H -0.64 4.48 2.80  0.073
38 H -2.16 3.85 2.21  0.050
39 H -0.28 2.76 4.36  0.083
40 H -1.83 1.99 4.15  0.050
41 H 1.49 3.32 2.21  0.055
42 H 2.10 1.74 1.67  0.029
43 H 1.89 2.00 3.37  0.060
44 H 4.29 2.29 0.59  0.069
45 H 4.47 3.59 -0.55  0.097
46 H 5.25 2.07 -0.91  0.070
47 H 3.68 1.84 -3.10  0.089
48 H -3.08 2.41 -2.42  0.152
49 H -5.29 -0.58 -0.58  0.095
50 H -4.05 -0.23 -1.76  0.130
51 H -5.77 0.87 -3.25  0.083
52 H -6.04 -0.81 -2.86  0.091
53 H -9.08 -1.32 -3.02  0.035
54 H -8.84 0.09 -4.04  0.034
55 H -10.06 0.12 -2.75  0.044
56 H -7.27 -0.14 0.56  0.013
57 H -8.96 0.18 0.32  0.041
58 H -8.33 -1.36 -0.22  0.039
59 H -7.97 2.61 -3.80  0.101
60 H -8.29 5.05 -3.72  0.105
61 H -8.64 6.17 -1.59  0.105
62 H -8.70 4.88 0.50  0.105
63 H -8.36 2.43 0.47  0.095
64 H -3.98 2.63 2.71  0.000
65 H -1.64 -0.64 2.49  0.056
66 H -5.13 -0.48 2.10  0.112
67 C 7.15 -1.85 -1.92  0.084
68 C 6.21 -0.94 -2.22  -0.227
69 C 6.33 -0.01 -3.40  -0.289
70 O 5.40 0.77 -3.58  0.075
71 C 7.51 -0.08 -4.22  0.080
72 C 8.46 -0.99 -3.93  -0.221
73 C 8.33 -1.94 -2.76  -0.299
74 O 9.23 -2.74 -2.59  0.123
75 O 9.56 -1.12 -4.64  0.139
76 O 5.10 -0.75 -1.53  0.112
77 H 7.08 -2.52 -1.08  0.132
78 H 7.59 0.60 -5.06  0.140
79 H 10.08 -1.84 -4.22  0.129
80 H 4.66 -0.03 -2.01  0.082
81 C 12.30 -4.21 1.01  0.077
82 C 10.98 -4.04 0.80  -0.235
83 C 10.27 -2.76 1.15  -0.314
84 O 9.08 -2.69 0.91  0.085
85 C 11.04 -1.68 1.73  0.070
86 C 12.36 -1.84 1.93  -0.235
87 C 13.07 -3.12 1.57  -0.313
88 O 14.27 -3.17 1.77  0.114
89 O 13.13 -0.90 2.46  0.122
90 O 10.20 -4.99 0.30  0.119
91 H 12.81 -5.12 0.76  0.138
92 H 10.52 -0.76 1.98  0.134
93 H 14.03 -1.28 2.49  0.124
94 H 9.31 -4.61 0.25  0.116
95 C -1.86 -5.76 1.54  0.074
96 C -2.11 -6.37 2.71  -0.231
97 C -3.10 -5.81 3.71  -0.307
98 O -3.28 -6.44 4.73  0.125
99 C -3.78 -4.57 3.39  0.083
100 C -3.52 -3.97 2.22  -0.227
101 C -2.55 -4.53 1.22  -0.315
102 O -2.40 -3.91 0.18  0.091
103 O -4.09 -2.83 1.83  0.060
104 O -1.52 -7.49 3.09  0.132
105 H -1.15 -6.15 0.82  0.138
106 H -4.48 -4.17 4.11  0.138
107 H -3.72 -2.64 0.95  0.099
108 H -1.88 -7.71 3.96  0.127


A structure of composition C3H4N2OS at a distorted geometry, computed with ωB97M-V with the def2-TZVPD basis set.

Results
total energy = -19035.326 eV
ΔE to the lowest compared entry with this formula, charge and spin = 85.8 kcal per mole
gap between HOMO and LUMO = 8.924 eV
highest occupied orbital energy = -9.220 eV

Last column: natural (NBO) charge in e.
Positions of all 11 atoms, in Å:
1 C 0.04 -0.25 -1.72  0.201
2 C 1.32 -1.48 0.03  -0.337
3 C 0.37 -0.79 -0.49  -0.253
4 N -0.47 0.29 -2.63  -0.305
5 N -0.72 1.66 0.48  -1.061
6 O -0.65 -0.10 2.34  -0.890
7 S -1.11 0.11 0.99  1.380
8 H 1.09 -1.52 1.19  0.237
9 H 2.14 -1.95 -0.42  0.226
10 H -0.72 1.67 -0.59  0.411
11 H -1.29 2.37 0.82  0.392


A structure of composition C24H26N7W at a distorted geometry, computed with ωB97M-V with the def2-TZVPD basis set.

Results
total energy = -37536.513 eV
ΔE to the lowest compared entry with this formula, charge and spin = 36.4 kcal per mole
gap between HOMO and LUMO = 5.856 eV
total charge = +3
highest occupied orbital energy = -17.682 eV

Last column: natural (NBO) charge in e.
Positions of all 58 atoms, in Å:
1 W 0.05 0.54 -0.37  2.216
2 C 1.45 -2.79 -1.65  -0.413
3 C 1.73 -1.42 -2.27  -0.400
4 C 2.65 -0.53 -1.45  -0.245
5 N 1.96 -0.10 -0.21  -0.585
6 C 2.56 -0.20 1.04  0.261
7 C 3.90 -0.55 1.21  -0.169
8 C 4.59 -0.83 2.38  -0.080
9 C 4.12 -0.88 3.70  -0.111
10 C 2.87 -0.50 4.16  -0.096
11 C 1.80 0.02 3.42  -0.128
12 C 1.67 0.17 2.06  0.172
13 N 0.47 0.74 1.56  -0.665
14 C 0.53 2.25 1.62  -0.263
15 C -0.83 2.93 1.74  -0.430
16 C -1.56 2.91 0.41  -0.231
17 N -1.65 1.51 -0.05  -0.579
18 C -2.84 0.80 -0.06  0.189
19 C -4.01 1.28 0.50  -0.162
20 C -5.29 0.74 0.50  -0.088
21 C -5.77 -0.37 -0.17  -0.117
22 C -5.02 -1.25 -0.94  -0.090
23 C -3.64 -1.33 -1.09  -0.185
24 C -2.65 -0.50 -0.60  0.276
25 N -1.29 -0.87 -0.70  -0.634
26 C -0.99 -2.30 -0.99  -0.240
27 C 0.38 -2.81 -0.54  -0.419
28 H 2.38 -3.21 -1.26  0.234
29 H 1.12 -3.46 -2.44  0.246
30 H 0.78 -0.90 -2.48  0.185
31 H 2.19 -1.55 -3.26  0.274
32 H 2.95 0.36 -2.00  0.236
33 H 3.54 -1.09 -1.21  0.227
34 H 4.50 -0.61 0.31  0.252
35 H 5.63 -1.08 2.26  0.267
36 H 4.83 -1.22 4.44  0.271
37 H 2.71 -0.57 5.23  0.268
38 H 0.93 0.33 4.00  0.261
39 H 1.06 2.63 0.73  0.218
40 H 1.16 2.54 2.45  0.279
41 H -0.68 3.96 2.05  0.273
42 H -1.41 2.42 2.51  0.237
43 H -0.99 3.46 -0.34  0.232
44 H -2.53 3.39 0.48  0.244
45 H -3.93 2.23 1.02  0.247
46 H -6.03 1.30 1.06  0.265
47 H -6.83 -0.57 -0.11  0.269
48 H -5.58 -2.03 -1.45  0.266
49 H -3.30 -2.17 -1.68  0.254
50 H -1.10 -2.45 -2.07  0.225
51 H -1.75 -2.89 -0.49  0.240
52 H 0.26 -3.84 -0.21  0.268
53 H 0.69 -2.28 0.35  0.194
54 N 0.49 1.63 -1.90  -0.810
55 C 0.71 2.00 -3.05  0.778
56 N 1.01 2.41 -4.12  -0.397
57 C 1.01 2.34 -5.44  0.357
58 N 1.02 2.27 -6.59  -0.145


A cluster of 2 separate species, CH3ClFOP in total at a distorted geometry, computed with ωB97M-V with the def2-TZVPD basis set.

Results
total energy = -27661.126 eV
ΔE to the lowest compared entry with this formula, charge and spin = 84.7 kcal per mole
gap between HOMO and LUMO (spin up / spin down) = 7.244 / 7.245 eV
highest occupied orbital energy (spin up / spin down) = -9.517 / -9.517 eV

Last column: natural (NBO) charge in e.
Positions of all 8 atoms, in Å:
1 C -0.87 -0.23 0.08  -0.259
2 O 0.03 0.35 1.00  -0.800
3 F 0.61 1.53 -0.88  -0.583
4 P 1.37 1.06 0.46  1.664
5 Cl 2.14 -1.78 -0.40  -0.657
6 H -0.32 -0.69 -0.79  0.242
7 H -1.42 0.55 -0.23  0.179
8 H -1.54 -0.80 0.76  0.213


A structure of composition C29H44B2F4IrN6O8Si3 at a distorted geometry, computed with ωB97M-V with the def2-TZVPD basis set.

Results
total energy = -94787.499 eV
gap between HOMO and LUMO (spin up / spin down) = 4.172 / 4.635 eV
multiplicity = 2
<S²> = 0.76
total charge = +2
highest occupied orbital energy (spin up / spin down) = -13.819 / -13.820 eV

Last column: Mulliken spin population.
Positions of all 97 atoms, in Å:
1 Ir -0.46 -0.39 -0.32  0.829
2 C -4.04 0.94 -2.86  0.007
3 C -2.94 0.70 -1.88  -0.008
4 N -2.58 -0.48 -1.49  0.085
5 O -3.21 -1.56 -1.92  0.022
6 B -2.70 -2.89 -1.42  -0.015
7 F -3.50 -3.84 -1.88  0.000
8 F -1.39 -3.00 -1.85  0.009
9 O -2.70 -2.93 0.07  0.018
10 N -1.95 -2.06 0.72  0.062
11 C -1.80 -2.13 2.00  -0.004
12 C -2.43 -3.16 2.87  0.006
13 C -1.03 -1.04 2.57  0.056
14 N -0.52 -0.21 1.73  -0.160
15 O 0.03 0.95 2.15  0.049
16 B -0.94 2.10 1.83  0.005
17 F -0.63 3.16 2.58  -0.001
18 F -2.21 1.64 2.01  -0.003
19 O -0.72 2.41 0.37  0.001
20 N -1.26 1.47 -0.43  -0.131
21 C -2.26 1.79 -1.20  0.036
22 C -2.79 3.17 -1.32  -0.001
23 C -0.91 -0.88 4.04  0.003
24 H -4.26 0.01 -3.39  0.000
25 H -3.76 1.71 -3.58  0.000
26 H -4.95 1.25 -2.36  -0.001
27 H -2.88 -3.93 2.26  0.001
28 H -3.21 -2.70 3.48  0.000
29 H -1.69 -3.60 3.53  0.000
30 H -2.21 3.86 -0.71  0.000
31 H -3.83 3.20 -0.99  0.001
32 H -2.77 3.50 -2.36  0.000
33 H -0.45 -1.76 4.49  0.000
34 H -1.91 -0.78 4.48  0.001
35 H -0.33 0.01 4.27  0.000
36 C 3.04 1.12 3.95  0.001
37 Si 3.36 1.96 2.25  0.004
38 C 5.17 2.60 2.04  -0.002
39 C 2.43 3.63 2.46  0.000
40 C 3.07 0.71 0.84  0.012
41 Si 3.73 -1.06 1.05  0.001
42 C 5.48 -1.04 1.86  0.000
43 C 2.59 -2.08 2.20  0.002
44 C 4.11 -1.88 -0.65  0.003
45 Si 2.70 1.47 -0.87  0.001
46 C 4.51 1.55 -1.53  0.007
47 C 1.97 3.23 -0.92  0.001
48 C 1.71 0.55 -2.29  -0.016
49 C 2.31 0.65 -3.55  -0.001
50 C 1.74 0.05 -4.66  0.001
51 C 0.56 -0.65 -4.50  -0.001
52 C -0.01 -0.68 -3.25  -0.013
53 N 0.53 -0.08 -2.18  0.056
54 H 3.70 1.59 4.67  0.000
55 H 3.26 0.06 3.94  0.000
56 H 2.02 1.27 4.27  0.000
57 H 5.37 3.32 2.83  0.000
58 H 5.32 3.10 1.09  0.000
59 H 5.87 1.79 2.13  0.000
60 H 2.67 4.07 3.42  0.000
61 H 1.37 3.44 2.43  0.000
62 H 2.70 4.34 1.69  0.000
63 H 5.44 -0.62 2.86  0.000
64 H 6.19 -0.48 1.27  0.000
65 H 5.85 -2.06 1.94  0.000
66 H 2.37 -1.55 3.12  0.001
67 H 3.08 -3.01 2.48  0.000
68 H 1.64 -2.30 1.72  -0.002
69 H 5.10 -1.63 -1.00  0.000
70 H 3.39 -1.58 -1.41  0.000
71 H 4.06 -2.96 -0.56  0.000
72 H 5.22 1.64 -0.72  0.000
73 H 4.64 2.41 -2.18  0.000
74 H 4.78 0.66 -2.09  0.000
75 H 2.74 3.97 -0.70  0.000
76 H 1.17 3.36 -0.21  0.003
77 H 1.58 3.47 -1.91  0.000
78 H 3.23 1.19 -3.66  -0.001
79 H 2.22 0.13 -5.63  0.000
80 H 0.10 -1.18 -5.32  -0.001
81 H -0.94 -1.21 -3.11  0.008
82 O 1.53 -2.65 -2.25  0.011
83 C 1.07 -2.97 -1.18  -0.006
84 O 0.66 -2.26 -0.22  0.065
85 C 1.02 -4.49 -0.91  -0.006
86 C 0.54 -5.32 -1.91  0.002
87 C 0.53 -6.69 -1.73  -0.001
88 C 1.04 -7.24 -0.56  0.001
89 C 1.52 -6.39 0.42  -0.001
90 C 1.51 -5.01 0.27  0.000
91 N 2.08 -6.92 1.67  0.000
92 O 2.08 -8.11 1.80  0.000
93 O 2.50 -6.11 2.46  0.000
94 H 0.16 -4.89 -2.83  0.000
95 H 0.15 -7.33 -2.51  0.000
96 H 1.06 -8.31 -0.42  0.000
97 H 1.89 -4.40 1.07  0.001


A cluster of 2 separate species, C4H6ClN in total at a distorted geometry, computed with ωB97M-V with the def2-TZVPD basis set.

Results
total energy = -18254.804 eV
ΔE to the lowest compared entry with this formula, charge and spin = 60.8 kcal per mole
SMILES = C=C1N=C1C.Cl
gap between HOMO and LUMO = 9.749 eV
highest occupied orbital energy = -9.030 eV

Last column: natural (NBO) charge in e.
Positions of all 12 atoms, in Å:
1 C -1.33 -1.47 1.17  -0.540
2 C -0.76 -0.39 0.79  0.086
3 N 0.05 0.74 1.22  -0.301
4 C -0.31 0.66 -0.03  0.275
5 C -0.35 1.17 -1.38  -0.675
6 H -1.87 -2.05 0.49  0.206
7 H -1.21 -1.94 2.17  0.211
8 H 0.07 2.11 -1.61  0.239
9 H -1.38 1.19 -1.64  0.247
10 H 0.22 0.53 -1.95  0.250
11 Cl 3.92 0.10 0.17  -0.278
12 H 2.95 -0.66 0.62  0.278


The molecule C20H23ClN2O2, computed with ωB97M-V with the def2-TZVPD basis set.

Results
total energy = -40710.708 eV
ΔE to the lowest compared entry with this formula, charge and spin = 49.7 kcal per mole
SMILES = CCCNC[C@H]1[C@H](Oc2ccc(Cl)cc2)C(=O)N1c1ccccc1C
gap between HOMO and LUMO = 9.102 eV
highest occupied orbital energy = -8.440 eV

Last column: natural (NBO) charge in e.
Positions of all 48 atoms, in Å:
1 C 2.84 -3.80 2.64  -0.604
2 C 2.40 -3.40 1.24  -0.412
3 C 0.95 -2.90 1.23  -0.216
4 N 0.44 -2.53 -0.08  -0.634
5 C 0.90 -1.24 -0.58  -0.243
6 C -0.02 -0.12 -0.10  -0.030
7 C 0.55 1.32 -0.14  0.008
8 O 0.50 1.93 1.12  -0.502
9 C 0.90 3.24 1.23  0.372
10 C 1.17 4.08 0.16  -0.306
11 C 1.57 5.38 0.38  -0.196
12 C 1.70 5.85 1.68  -0.069
13 Cl 2.21 7.48 1.96  -0.002
14 C 1.42 5.02 2.76  -0.211
15 C 1.02 3.72 2.53  -0.267
16 C -0.57 1.60 -1.16  0.663
17 O -0.91 2.56 -1.80  -0.582
18 N -1.03 0.32 -1.08  -0.429
19 C -1.96 -0.36 -1.87  0.107
20 C -2.08 0.01 -3.20  -0.155
21 C -2.99 -0.62 -4.03  -0.231
22 C -3.77 -1.65 -3.53  -0.211
23 C -3.65 -2.02 -2.20  -0.196
24 C -2.76 -1.38 -1.34  -0.018
25 C -2.70 -1.78 0.10  -0.656
26 H 2.78 -2.94 3.31  0.204
27 H 2.20 -4.59 3.03  0.203
28 H 3.86 -4.16 2.63  0.213
29 H 3.06 -2.63 0.85  0.195
30 H 2.48 -4.27 0.57  0.193
31 H 0.85 -2.04 1.89  0.187
32 H 0.30 -3.70 1.61  0.194
33 H 0.64 -3.26 -0.75  0.366
34 H 1.92 -1.01 -0.25  0.179
35 H 0.90 -1.26 -1.67  0.214
36 H -0.45 -0.36 0.87  0.212
37 H 1.55 1.39 -0.58  0.190
38 H 1.04 3.74 -0.86  0.242
39 H 1.78 6.03 -0.45  0.228
40 H 1.51 5.40 3.77  0.228
41 H 0.80 3.06 3.35  0.225
42 H -1.47 0.82 -3.58  0.222
43 H -3.08 -0.32 -5.06  0.215
44 H -4.47 -2.16 -4.17  0.213
45 H -4.28 -2.81 -1.81  0.208
46 H -1.74 -2.27 0.30  0.255
47 H -3.50 -2.47 0.33  0.216
48 H -2.79 -0.91 0.74  0.215


Q: Among the records above, which one has the highest total energy?
A: C4H6ClN


Q: Among the records above, which one has the highest total energy?
A: C4H6ClN


Q: Which value of total energy does entry 4 give?
A: -27661.126 eV


What did the sixth record say?
A cluster of 2 separate species, C4H6ClN in total at a distorted geometry, computed with ωB97M-V with the def2-TZVPD basis set.

Results
total energy = -18254.804 eV
ΔE to the lowest compared entry with this formula, charge and spin = 60.8 kcal per mole
SMILES = C=C1N=C1C.Cl
gap between HOMO and LUMO = 9.749 eV
highest occupied orbital energy = -9.030 eV

Last column: natural (NBO) charge in e.
Positions of all 12 atoms, in Å:
1 C -1.33 -1.47 1.17  -0.540
2 C -0.76 -0.39 0.79  0.086
3 N 0.05 0.74 1.22  -0.301
4 C -0.31 0.66 -0.03  0.275
5 C -0.35 1.17 -1.38  -0.675
6 H -1.87 -2.05 0.49  0.206
7 H -1.21 -1.94 2.17  0.211
8 H 0.07 2.11 -1.61  0.239
9 H -1.38 1.19 -1.64  0.247
10 H 0.22 0.53 -1.95  0.250
11 Cl 3.92 0.10 0.17  -0.278
12 H 2.95 -0.66 0.62  0.278